Formula: C24H48F4NO
Source: the Open Molecules 2025 dataset
Level of theory: wB97M-V/def2-TZVPD

Calculated values
- Spin multiplicity: 2
- Total charge: 0
- E_tot: -40073.4251 eV
- LUMO energy (alpha / beta): 0.771 / 0.660 eV
- Frontier orbital gap (alpha / beta): 8.8 / 10.1 eV

Element x y z (Å)
C -2.9046 -1.1462 0.2567
C -1.5261 -0.9510 -0.3744
C -1.2325 -2.1996 -1.2128
C -1.5467 0.3270 -1.2247
C -0.2016 0.9627 -1.6545
C -0.4845 2.4618 -1.8783
C 0.3032 0.3859 -2.9957
F 0.9685 -0.7978 -2.8017
F -0.7278 0.1006 -3.8320
C 1.2898 1.1977 -3.8644
F 0.6755 2.2146 -4.4932
F 2.2910 1.7192 -3.1110
C 0.8795 0.8346 -0.5532
C 0.8651 -0.3649 0.4332
C 1.6714 -1.5971 -0.0351
C 1.5143 0.1134 1.7319
N -0.5511 -0.7312 0.7365
O -1.0505 -0.1659 1.7712
H -3.2879 -0.2247 0.6913
H -3.6024 -1.4896 -0.5092
H -2.8547 -1.8919 1.0507
H -1.1996 -3.0852 -0.5742
H -0.3118 -2.1451 -1.7817
H -2.0550 -2.3260 -1.9191
H -2.1666 0.1343 -2.1037
H -2.0697 1.0840 -0.6385
H 0.4317 3.0407 -1.9923
H -1.0158 2.8494 -1.0086
H -1.1155 2.6238 -2.7534
H 1.7276 0.5346 -4.6118
H 0.7829 1.7360 0.0562
H 1.8734 0.8795 -0.9991
H 2.2980 -1.9458 0.7880
H 2.3334 -1.3498 -0.8647
H 1.0490 -2.4377 -0.3224
H 2.5814 0.2621 1.5452
H 1.0837 1.0452 2.0923
H 1.3984 -0.6436 2.5082
C 7.4698 -3.3042 4.4027
C 7.1682 -4.0491 3.1066
C 6.5424 -3.1674 2.0270
C 5.2011 -2.5390 2.4107
C 4.1199 -3.5369 2.8230
C 3.7587 -4.5303 1.7238
H 6.5618 -2.9133 4.8643
H 7.9509 -3.9592 5.1301
H 8.1389 -2.4606 4.2190
H 6.5132 -4.8990 3.3188
H 8.0945 -4.4753 2.7129
H 6.4224 -3.7557 1.1132
H 7.2423 -2.3637 1.7767
H 4.8365 -1.9559 1.5578
H 5.3505 -1.8214 3.2220
H 3.2243 -2.9772 3.1081
H 4.4317 -4.0791 3.7200
H 3.4291 -4.0025 0.8256
H 2.9486 -5.1888 2.0398
H 4.6053 -5.1601 1.4465
C -6.9882 4.3876 0.6891
C -7.0443 3.7898 -0.7127
C -6.1148 2.5921 -0.9032
C -4.6301 2.8932 -0.6892
C -4.0669 4.0074 -1.5705
C -4.1558 3.7040 -3.0624
H -5.9953 4.7746 0.9235
H -7.6941 5.2124 0.7936
H -7.2380 3.6365 1.4419
H -6.8092 4.5639 -1.4489
H -8.0679 3.4724 -0.9279
H -6.2642 2.1815 -1.9056
H -6.4102 1.8002 -0.2073
H -4.0638 1.9755 -0.8768
H -4.4543 3.1450 0.3604
H -3.0195 4.1672 -1.3008
H -4.5778 4.9501 -1.3559
H -3.6320 2.7748 -3.3019
H -3.7066 4.5021 -3.6551
H -5.1904 3.5942 -3.3910

=====

Formula: C6H9N
Source: the Open Molecules 2025 dataset
Level of theory: wB97M-V/def2-TZVPD

Calculated values
- Total charge: 0
- E_tot: -7852.9723 eV
- LUMO energy (alpha / beta): 0.609 / 0.139 eV
- Energy relative to the best compared isomer or geometry (same formula, charge and spin): 119.62 kcal per mole
- Frontier orbital gap (alpha / beta): 7.8 / 6.6 eV

Element x y z (Å)
C -1.3878 1.5228 -0.2694
C -0.1971 0.6257 -0.1676
C -0.0963 -0.7154 -0.0303
C -1.1547 -1.6459 0.2959
C 1.3153 -1.0555 0.1171
C 2.0030 0.1518 0.0144
N 1.1180 1.1563 -0.1417
H -2.1507 1.0440 -0.8914
H -1.1333 2.4796 -0.7450
H -1.8445 1.7442 0.7044
H -1.0488 -2.7146 0.1971
H -2.1816 -1.2786 0.1329
H 0.6199 -1.8445 1.4928
H 1.7440 -1.9581 -0.3155
H 3.0671 0.3727 -0.0541
H 1.3275 2.1156 -0.3396

=====

Formula: C39H40MgN8O5Si
Source: the Open Molecules 2025 dataset
Level of theory: wB97M-V/def2-TZVPD

Calculated values
- Total charge: 0
- E_tot: -76577.8656 eV
- LUMO energy: -0.090 eV
- Energy relative to the best compared isomer or geometry (same formula, charge and spin): 0.00 kcal per mole
- Frontier orbital gap: 7.2 eV

Element x y z (Å)
Mg 0.4443 0.1795 0.2732
C 3.3244 -2.2344 0.4882
C 1.9304 -2.6695 0.8608
C 1.6344 -3.9865 1.1561
C 0.3186 -4.3012 1.5104
C -0.6518 -3.3294 1.5515
C -0.3083 -1.9866 1.2313
N 0.9999 -1.7077 0.9094
N -1.1278 -0.9157 1.1662
Si -2.7082 -0.8430 1.8132
C -2.7694 -1.4856 3.5838
C -3.2342 0.9449 1.8521
C -3.9747 -1.7692 0.7903
H 3.9802 -2.2756 1.3606
H 3.3154 -1.2097 0.1162
H 3.7468 -2.8946 -0.2711
H 2.4062 -4.7438 1.1105
H 0.0573 -5.3279 1.7419
H -1.6763 -3.5736 1.8043
H -1.8060 -1.2976 4.0688
H -2.9665 -2.5606 3.6455
H -3.5528 -0.9702 4.1514
H -2.5984 1.5252 2.5307
H -4.2675 1.0260 2.2075
H -3.1761 1.4072 0.8602
H -3.7517 -2.8381 0.7135
H -3.9983 -1.3583 -0.2255
H -4.9784 -1.6643 1.2159
O -0.5801 1.6518 -0.6992
C -0.1074 2.7470 -1.0106
C 1.2814 3.1208 -1.0347
C 1.5685 4.4294 -1.4326
C 2.8598 4.8650 -1.4988
C 3.9264 4.0011 -1.1790
C 3.6771 2.7200 -0.7911
C 2.3440 2.2061 -0.6956
O 2.1380 1.0056 -0.3340
N 3.1352 6.2341 -1.9161
O 2.1952 6.9275 -2.2644
O 4.3014 6.5556 -2.0594
H -0.8041 3.5427 -1.3162
H 0.7675 5.1114 -1.6916
H 4.9352 4.3841 -1.2431
H 4.4830 2.0447 -0.5326
N -1.1474 -3.6396 -5.8490
C -0.9186 -4.0978 -7.1297
C -1.6350 -4.9445 -7.9718
C -1.0844 -5.1891 -9.2144
C 0.1373 -4.6110 -9.6040
C 0.8394 -3.7749 -8.7595
C 0.2995 -3.5170 -7.4986
N 0.7919 -2.7329 -6.4656
C -0.0912 -2.8327 -5.5134
C 0.0117 -2.1604 -4.2078
C -1.0248 -2.1696 -3.2852
C -0.8578 -1.5135 -2.0805
N 0.2605 -0.8644 -1.7515
C 1.2614 -0.8575 -2.6430
C 1.1801 -1.4848 -3.8719
H -1.9313 -3.8686 -5.2662
H -2.5765 -5.3892 -7.6738
H -1.6045 -5.8406 -9.9053
H 0.5309 -4.8300 -10.5887
H 1.7804 -3.3258 -9.0526
H -1.9648 -2.6696 -3.4838
H -1.6475 -1.5042 -1.3352
H 2.1587 -0.3274 -2.3440
H 2.0024 -1.4594 -4.5740
C -1.1683 1.6464 6.1893
N -0.0436 1.4423 5.2756
N -0.1664 1.9664 3.9937
C 0.4527 1.1196 3.0915
O 0.5624 1.4046 1.8906
C 0.9047 -0.0061 3.8542
C 0.5454 0.2135 5.1423
C 0.6639 -0.6827 6.3252
C -0.3683 3.3586 3.8007
C -0.9205 3.8081 2.6057
C -1.0938 5.1702 2.4098
C -0.7427 6.0816 3.3971
C -0.1999 5.6211 4.5882
C -0.0014 4.2629 4.7905
H -1.6924 2.5526 5.9034
H -0.7998 1.7674 7.2056
H -1.8708 0.8109 6.1486
H 1.4155 -0.8598 3.4381
H 1.3158 -1.5193 6.0839
H -0.3119 -1.0836 6.6133
H 1.0763 -0.1469 7.1815
H -1.2029 3.0960 1.8441
H -1.5134 5.5191 1.4739
H -0.8899 7.1422 3.2379
H 0.0853 6.3227 5.3632
H 0.4613 3.9097 5.7036

=====

Formula: C4HNO
Source: the Open Molecules 2025 dataset
Level of theory: wB97M-V/def2-TZVPD

Calculated values
- Total charge: 0
- E_tot: -7695.4483 eV
- LUMO energy: -1.601 eV
- Energy relative to the best compared isomer or geometry (same formula, charge and spin): 71.98 kcal per mole
- Frontier orbital gap: 8.4 eV

Element x y z (Å)
O 0.2378 1.1319 -0.0775
C 0.5356 -0.1648 0.2001
C -0.6560 -0.9188 0.2628
C -1.4693 -1.8197 0.2483
C 1.3101 1.8609 -0.3038
N 2.2259 2.5250 -0.5551
H -2.1841 -2.6144 0.2252

=====

Formula: C5H12N2
Source: the Open Molecules 2025 dataset
Level of theory: wB97M-V/def2-TZVPD

Calculated values
- Total charge: 0
- E_tot: -8356.8743 eV
- LUMO energy: 1.008 eV
- Energy relative to the best compared isomer or geometry (same formula, charge and spin): 75.22 kcal per mole
- Frontier orbital gap: 8.8 eV

Element x y z (Å)
C 0.5870 0.4226 0.1896
C 0.8895 1.8927 0.3834
C -0.9332 -2.0340 0.5204
C -0.4197 0.0205 -0.7667
N -0.8951 0.9447 -1.7076
N 1.7809 -0.3621 0.1823
C -1.0729 -1.1885 -0.6185
H -0.1107 -0.0987 1.3737
H -1.8977 0.9967 -1.8096
H -0.4629 1.8527 -1.7144
H 1.6315 -1.3138 -0.1188
H 2.2675 -0.3627 1.0701
H -1.9568 -1.3331 -1.2326
H 1.4593 2.2912 -0.4611
H -0.0239 2.4755 0.5000
H 1.5092 2.0268 1.2713
H -1.7833 -2.6726 0.7432
H 0.0139 -2.5368 0.6776
H -0.5825 -1.0212 1.5177

=====

Formula: C12H16N2
Source: the Open Molecules 2025 dataset
Level of theory: wB97M-V/def2-TZVPD

Calculated values
- SMILES: Cc1c[nH]cn1.CCc1ccccc1
- Total charge: 0
- E_tot: -15682.2160 eV
- LUMO energy: 0.645 eV
- Energy relative to the best compared isomer or geometry (same formula, charge and spin): 43.41 kcal per mole
- Frontier orbital gap: 9.2 eV

Element x y z (Å)
C -4.5286 -2.3445 -0.2770
C -3.8808 -0.9127 -0.4265
C -2.8876 -0.5271 -1.3570
N -2.7043 0.8582 -1.1344
C -3.5978 1.2666 -0.1865
N -4.3247 0.1881 0.3421
H -5.1141 -2.6828 -1.1706
H -5.0559 -2.2793 0.6668
H -3.8570 -3.1623 -0.3256
H -2.3721 -1.1970 -1.9529
H -2.3837 1.5622 -1.8400
H -3.7218 2.3177 0.2063
C 2.0846 -2.1600 -0.2251
C 1.2201 -0.8012 0.1704
C 2.0844 0.3859 0.4332
C 2.2932 1.3640 -0.5772
C 3.1378 2.4302 -0.2991
C 3.6787 2.5900 0.9894
C 3.4801 1.6288 1.9648
C 2.6351 0.5614 1.6626
H 2.8277 -2.2673 0.5296
H 2.6587 -1.9919 -1.1332
H 1.2955 -2.9638 -0.3312
H 0.5979 -0.5257 -0.7345
H 0.5137 -0.9986 1.0914
H 1.7853 1.4016 -1.5430
H 3.4553 3.2239 -1.0641
H 4.2940 3.4761 1.1930
H 3.9425 1.7523 2.9597
H 2.4437 -0.1930 2.3687

=====

Formula: C44H66O33
Source: the Open Molecules 2025 dataset
Level of theory: wB97M-V/def2-TZVPD

Calculated values
- SMILES: C[C@H]1COC(=O)O1.C[C@H]1COC(=O)O1.C[C@H]1COC(=O)O1.C[C@H]1COC(=O)O1.C[C@H]1COC(=O)O1.C[C@H]1COC(=O)O1.C[C@H]1COC(=O)O1.C[C@H]1COC(=O)O1.C[C@H]1COC(=O)O1.C[C@H]1COC(=O)O1.C[C@H]1COC(=O)O1
- Total charge: 0
- E_tot: -114266.9488 eV
- LUMO energy: -0.279 eV
- Energy relative to the best compared isomer or geometry (same formula, charge and spin): 84.35 kcal per mole
- Frontier orbital gap: 9.6 eV

Element x y z (Å)
C -4.9505 -28.0019 2.1624
C -5.8082 -27.5569 0.9498
C -6.7287 -26.4928 1.3497
O -6.5811 -25.5035 0.3549
C -5.4922 -25.7049 -0.3346
O -5.0867 -25.0262 -1.2643
O -4.9495 -26.9044 0.0470
H -4.2414 -28.8119 1.9914
H -5.4873 -28.0929 3.1067
H -4.3395 -27.1365 2.4190
H -6.2835 -28.4078 0.4617
H -6.4793 -26.1952 2.3682
H -7.7524 -26.8636 1.4003
C -7.3377 -25.3518 8.3594
C -6.5229 -25.5765 7.0144
C -6.9133 -26.7222 6.0581
O -7.2408 -26.0276 4.8455
C -6.9761 -24.6930 4.9851
O -6.9558 -23.8374 4.0846
O -6.6704 -24.4268 6.2541
H -8.3808 -25.1864 8.0899
H -6.9447 -24.4771 8.8776
H -7.1789 -26.1493 9.0853
H -5.4643 -25.6417 7.2656
H -7.7500 -27.3296 6.4030
H -6.0748 -27.4124 5.9655
C -3.6031 -22.1997 12.5930
C -3.1400 -22.6887 11.2479
C -2.1385 -23.8686 11.4039
O -2.8909 -25.0098 10.9701
C -4.1485 -24.6744 10.6156
O -5.0324 -25.4270 10.2726
O -4.2667 -23.3324 10.6604
H -4.0553 -22.9954 13.1851
H -4.4936 -21.5719 12.5624
H -2.9243 -21.5559 13.1523
H -2.7728 -21.9482 10.5374
H -1.8361 -23.9589 12.4472
H -1.2475 -23.6884 10.8024
C -3.4637 -28.3838 8.4552
C -2.1809 -28.6380 9.1316
C -0.9235 -28.5741 8.2528
O -0.0763 -27.7884 9.0764
C -0.6925 -27.2633 10.1261
O -0.2190 -26.4703 10.9593
O -1.9816 -27.5892 10.0504
H -3.5320 -27.3805 8.0345
H -4.2344 -28.5206 9.2137
H -3.7521 -29.1616 7.7481
H -2.2034 -29.5246 9.7654
H -1.0867 -28.0487 7.3118
H -0.4925 -29.5442 8.0054
C -1.1120 -18.9045 8.9793
C 0.3818 -18.9987 9.3594
C 1.3054 -19.1916 8.1286
O 2.2048 -18.1549 8.2621
C 1.9189 -17.4017 9.3127
O 2.6145 -16.5160 9.7727
O 0.7916 -17.7882 9.8678
H -1.7096 -18.7847 9.8830
H -1.3849 -19.8880 8.5967
H -1.3108 -18.1602 8.2082
H 0.7046 -19.6713 10.1541
H 0.7342 -19.0810 7.2069
H 1.8587 -20.1275 8.2061
C 4.3157 -22.2807 5.5930
C 3.0008 -22.2941 4.8883
C 2.1232 -23.5698 4.9980
O 0.8867 -23.0567 5.4814
C 0.9319 -21.7514 5.7733
O 0.0765 -21.0540 6.2537
O 2.1741 -21.3041 5.4160
H 4.8700 -23.1629 5.2726
H 4.1869 -22.3441 6.6735
H 4.8928 -21.4124 5.2751
H 3.0170 -22.0463 3.8270
H 2.4041 -24.3778 5.6737
H 1.9472 -24.0982 4.0611
C -2.9728 -22.6764 7.1826
C -2.3578 -23.6847 6.2476
C -1.6173 -24.7902 6.9352
O -2.2464 -25.9449 6.4619
C -3.2283 -25.6604 5.6375
O -3.8777 -26.5118 5.0983
O -3.4410 -24.3249 5.6320
H -2.9792 -21.6967 6.7048
H -2.2767 -22.5643 8.0138
H -3.9386 -22.8932 7.6389
H -1.8380 -23.1828 5.4315
H -1.8229 -24.7669 8.0054
H -0.5355 -24.7310 6.8160
C -8.6914 -20.8023 7.4760
C -7.1834 -21.1389 7.5947
C -6.4433 -21.0035 6.2934
O -5.3138 -20.2645 6.6355
C -5.3615 -19.7753 7.8314
O -4.5663 -18.9972 8.3563
O -6.5874 -20.0634 8.3512
H -9.2542 -20.7955 8.4095
H -9.1828 -21.5126 6.8112
H -8.8202 -19.8915 6.8912
H -7.0090 -22.0465 8.1727
H -7.1372 -20.5918 5.5605
H -6.1123 -21.9691 5.9112
C 2.6330 -24.5879 11.5882
C 2.7741 -23.8013 10.2807
C 2.2252 -24.6214 9.1024
O 1.1310 -23.9363 8.6119
C 1.0180 -22.7767 9.2826
O 0.1805 -21.9317 9.0713
O 1.9150 -22.6526 10.2324
H 3.2273 -25.4702 11.8259
H 1.6146 -24.9155 11.7970
H 2.9057 -24.0158 12.4750
H 3.7535 -23.3800 10.0539
H 1.9387 -25.6292 9.4032
H 2.9849 -24.7118 8.3261
C -2.4208 -24.1568 2.5581
C -3.8034 -23.6716 2.3733
C -4.0994 -22.3947 3.2283
O -4.6084 -21.5251 2.2525
C -4.4433 -21.9306 1.0261
O -4.7131 -21.3219 0.0327
O -3.8897 -23.1442 1.0681
H -2.1253 -24.7201 1.6730
H -2.5114 -24.8292 3.4112
H -1.6385 -23.4005 2.6222
H -4.5649 -24.4401 2.5061
H -3.1435 -22.0032 3.5762
H -4.8020 -22.6643 4.0168
C -1.3468 -18.2836 4.9995
C -2.7626 -18.5957 5.5329
C -3.6597 -17.3774 5.8907
O -4.7587 -17.4172 4.9922
C -4.6673 -18.5256 4.1835
O -5.5062 -18.8451 3.3639
O -3.5303 -19.1648 4.4609
H -1.2979 -17.4461 4.3037
H -0.8264 -19.1622 4.6182
H -0.7364 -17.9429 5.8358
H -2.7602 -19.2852 6.3772
H -2.9600 -16.5573 5.7296
H -3.9290 -17.3306 6.9459

=====

Formula: C3H4N2O3
Source: the Open Molecules 2025 dataset
Level of theory: wB97M-V/def2-TZVPD

Calculated values
- SMILES: COn1oncc1=O
- Total charge: 0
- E_tot: -12292.1893 eV
- LUMO energy: 0.185 eV
- Energy relative to the best compared isomer or geometry (same formula, charge and spin): 156.95 kcal per mole
- Frontier orbital gap: 9.7 eV

Element x y z (Å)
C -1.8749 -0.2704 0.4550
O -1.1706 -0.5573 -0.8582
N 0.0872 -0.3962 -0.8774
O 1.0041 -1.3342 -0.2744
N 2.1576 -0.8202 -0.0327
C 2.1255 0.4477 0.0031
C 0.7227 0.8456 -0.4604
O -0.0190 1.8151 -0.3728
H -1.1303 -0.7126 1.1889
H -2.0201 0.7338 0.6686
H -2.8546 -0.8842 0.2233
H 2.9724 1.1327 0.3369

=====

Formula: C7H12N2O
Source: the Open Molecules 2025 dataset
Level of theory: wB97M-V/def2-TZVPD

Calculated values
- SMILES: CO/C(N)=C1/C[C@H]1C.C#N
- Total charge: 0
- E_tot: -12477.3202 eV
- LUMO energy: 0.746 eV
- Energy relative to the best compared isomer or geometry (same formula, charge and spin): 97.77 kcal per mole
- Frontier orbital gap: 8.6 eV

Element x y z (Å)
C 0.8610 0.7697 2.1771
O 1.6365 1.1046 1.0476
C 0.9305 1.1371 -0.1281
N 1.7593 1.6483 -1.1745
C -0.3387 0.7485 -0.3015
C -1.4192 0.7510 -1.3146
C -1.6588 0.2361 0.0682
C -1.9353 -1.2920 0.2635
H -0.0612 1.2056 2.2861
H 1.5111 1.0781 3.0924
H 0.7467 -0.3055 2.3220
H 2.7032 1.7295 -0.9022
H 1.7134 1.1134 -2.0366
H -1.6052 -0.1240 -2.0641
H -2.0439 1.7289 -1.6073
H -2.2094 0.8589 0.7637
H -2.9747 -1.4013 0.7997
H -1.1348 -1.6141 0.9163
H -1.9624 -1.8460 -0.7420
C 1.8377 -2.5375 -1.1479
N 1.6333 -2.6547 -0.0415
H 2.0111 -2.3344 -2.2762